Computed, not measured: C2HBrF3NO in the gas phase in a non-equilibrium geometry, with ωB97M-V/def2-TZVPD.

Structure (XYZ):
```
9
Properties=species:S:1:pos:R:3:forces:R:3
Br 2.516617 0.624105 0.189483 -1.015 -0.942 0.440
F 0.342514 2.200391 1.194371 -1.483 0.181 0.256
F -1.281110 0.747148 1.741123 -0.162 0.427 0.030
F 0.605870 0.842423 2.790504 0.108 -0.356 1.982
O 1.201044 -2.219984 1.019674 0.465 -0.886 0.101
N 0.371303 -1.347339 0.951373 0.674 0.553 0.389
C 0.676862 0.022945 0.633015 -2.896 0.289 -4.500
C 0.016507 0.956928 1.640326 1.935 0.535 -1.839
H -0.049725 0.145832 -0.472285 2.374 0.199 3.141
```
Forces are in eV/Å.

The net charge is 0. The value obtained for the LUMO energy (alpha / beta) is 0.286 / -1.968 eV. Its HOMO energy (alpha / beta) is -9.03 / -11.15 eV. The calculation puts the relative energy (zero: lowest compared OMol25 entry of this formula, charge and spin) at 0.000 eV. Its multiplicity is 3.


Computed, not measured: a molecular structure, C28H35F6MnN7O4P2 in a non-equilibrium geometry, with ωB97M-V/def2-TZVPD.

Structure (XYZ):
```
83
Properties=species:S:1:pos:R:3:forces:R:3
Mn 2.841577 1.700511 0.723737 0.028 0.741 0.145
P 3.678712 3.734256 1.645599 -0.958 -1.782 -0.627
P 0.019577 -0.549253 0.860691 0.269 -0.340 -0.574
F -0.412600 0.324055 2.154853 0.045 -0.374 -1.183
F 0.886834 0.702057 0.215248 -0.247 0.575 0.079
F 0.419715 -1.412592 -0.443411 0.172 -0.109 -0.473
F -0.741439 -1.843317 1.414358 -0.866 -0.033 0.425
F -1.310568 -0.056455 -0.032646 0.834 0.057 1.501
F 1.372367 -1.034145 1.567468 0.113 0.206 0.440
O 3.346293 3.753013 0.067800 2.691 0.018 0.042
O 4.155654 4.895277 2.420799 0.794 0.390 -0.230
O 2.199039 3.302617 1.915651 -1.712 -0.979 1.934
O 4.450010 2.262354 1.972355 -1.156 2.059 -1.594
N -2.346543 -2.263906 3.994213 0.650 0.537 1.591
N -3.976436 0.591674 -0.333634 -1.140 -0.569 0.222
N -0.879536 -5.982393 -3.202726 -1.010 -0.496 1.299
N -1.259981 -0.016083 -2.797647 0.685 0.264 -0.481
N 0.540451 4.412403 -0.305989 0.880 0.428 0.677
N 4.334279 1.503576 4.681007 0.628 -0.403 0.449
N 2.366860 1.111394 -3.393097 -1.450 1.347 1.273
C -2.097839 -1.240089 4.901757 0.169 0.250 -0.641
C 3.250919 0.113640 -3.365920 2.021 -0.756 0.545
C 0.531202 -5.750658 -4.850998 0.731 0.348 -0.091
C -0.352188 -6.613702 -4.280044 -0.808 0.076 -0.266
C -1.324383 0.973388 -3.753743 -0.419 -1.901 0.223
C -1.575133 -1.228212 -3.342728 -0.549 1.158 -0.616
C -5.763678 -0.428292 0.526028 0.505 -0.295 0.906
C 0.634285 -4.555209 -4.054245 -1.306 -1.920 -0.210
C -0.291300 -4.773051 -3.055532 0.327 1.794 1.443
C -6.137261 0.291303 -0.603780 -0.177 0.421 -1.758
C 5.255562 0.880912 5.482057 -0.839 0.466 0.321
C -5.011274 0.852982 -1.168762 -0.460 0.568 0.021
C 0.721008 5.018902 -1.504757 -0.459 0.323 -0.804
C 4.010911 1.720248 -1.992060 -1.475 2.985 1.310
C -1.965638 -1.011482 -4.657098 0.580 0.297 1.392
C 4.288233 0.505188 -2.513930 0.946 -3.002 -1.895
C -4.426241 -0.199684 0.703566 0.841 0.407 -0.541
C 4.637593 -0.243955 5.966056 -0.412 -0.519 -0.590
C 2.749085 2.081928 -2.487989 1.112 0.143 0.501
C -1.381882 4.320924 -1.381390 -0.403 -0.362 0.997
C -0.492460 5.000923 -2.201212 0.831 -0.036 -1.161
C -0.738511 4.009878 -0.199055 -0.246 -0.416 -0.437
C -1.779015 0.371370 -4.918725 0.619 0.378 0.566
C -3.180479 -2.813395 6.003862 -1.301 -1.740 0.461
C -2.640358 -1.562870 6.121272 0.632 1.220 -0.761
C 3.179348 0.764792 4.560429 0.907 0.823 0.294
C 3.338587 -0.331710 5.402201 -0.332 0.817 -0.912
C -2.992097 -3.268803 4.744346 0.798 0.055 -2.189
H 5.079937 -1.109878 6.372911 0.643 -0.442 1.106
H 3.140205 -0.798417 -3.923109 -0.133 0.006 -0.123
H -0.789812 0.167104 -1.918593 -0.401 -0.496 0.015
H 6.160616 1.398653 5.803156 -0.179 -0.422 -0.483
H -2.393381 -1.779465 -5.250914 -0.045 -0.320 -0.703
H -0.859724 -7.502765 -4.600570 0.427 -0.351 -0.316
H -2.749855 -1.003180 7.007706 0.359 0.881 0.577
H -1.045962 1.930535 -3.396640 0.122 1.026 -0.395
H -3.069228 0.949269 -0.485479 1.001 -0.009 0.185
H 1.242913 -3.703729 -4.260946 0.124 0.305 0.187
H -6.328310 -1.097819 1.154130 -0.252 0.222 0.003
H -1.563905 -2.117280 -2.772265 -0.006 -0.568 0.469
H 4.641149 2.247045 4.080903 -0.591 0.368 -0.720
H -7.085695 0.404839 -1.076394 -0.624 -0.251 -0.009
H -3.741468 -0.534106 1.451580 0.188 -0.149 0.254
H -0.748477 5.262221 -3.258935 0.702 0.059 1.209
H 2.214164 2.971251 -2.185750 -0.360 -0.159 -0.450
H -3.168190 -4.228500 4.300458 -0.288 -0.116 -0.096
H 4.580933 2.375429 -1.296905 -0.473 -0.631 -0.668
H 2.431532 1.198720 3.885616 0.102 -0.617 0.482
H -1.856670 -2.219728 3.071997 -0.863 -0.685 1.121
H -2.371462 4.055963 -1.634200 -0.976 -0.167 -0.100
H -1.748087 0.850426 -5.865447 -0.520 0.320 -0.615
H -1.509519 -0.382990 4.595908 -0.252 -0.076 -0.010
H 1.394500 0.984026 -3.617076 -0.118 0.035 -0.410
H -1.043752 3.440691 0.649957 -0.249 -0.108 0.371
H 2.609072 -1.106667 5.554177 0.000 -0.154 0.009
H -3.756510 -3.291891 6.784423 0.173 -0.275 -0.135
H 5.233570 -0.013688 -2.421364 -0.195 -0.203 0.141
H 1.257145 4.288893 0.457048 -0.318 -0.136 -0.760
H 1.665762 5.405366 -1.820318 0.386 0.085 0.172
H -4.898867 1.445666 -2.086625 0.001 -0.341 0.682
H 1.069644 -5.971243 -5.739403 0.375 -0.022 -0.560
H -0.518765 -4.142546 -2.177422 0.112 -0.475 -0.718
H -1.604789 -6.392475 -2.585810 1.048 0.744 -0.733
```
Forces are in eV/Å.

The net charge is -2. The value obtained for the LUMO energy (alpha / beta) is 3.647 / 3.647 eV. Its HOMO energy (alpha / beta) is -2.50 / -2.47 eV. Its multiplicity is 6.


Computed, not measured: 3 unconnected molecules or ions with the total composition C21H45B2F10O16P4 in a non-equilibrium geometry, with ωB97M-V/def2-TZVPD.

Structure (XYZ):
```
98
Properties=species:S:1:pos:R:3:forces:R:3
P -0.180810 0.991394 3.641135 -1.664 -1.446 0.935
P -2.792395 2.142066 -7.290456 2.091 -9.527 -2.914
P 3.204684 -4.739329 -3.248757 -9.855 0.925 2.098
P 1.929525 4.297713 5.781079 0.445 0.791 0.802
F -6.319482 2.179207 0.745187 1.974 1.269 -4.968
F -6.768588 3.701138 -1.035642 3.128 -3.697 1.564
F -1.387696 4.041593 0.163755 -2.145 -3.182 1.468
F -2.439739 3.164069 2.115437 1.011 -1.171 -4.365
F -3.718671 0.901346 0.251128 1.778 4.054 -1.304
F -4.294338 4.482421 0.235972 -0.037 -4.350 -2.495
F 0.763163 2.096001 6.699359 1.182 1.282 -1.751
F -5.916847 1.550380 -1.633101 0.284 3.445 4.030
F -2.408300 1.821753 -1.515660 -2.363 1.008 3.914
F -4.042286 3.693874 -2.000598 -1.129 -1.222 4.296
O 2.178810 -4.069253 -2.329002 1.967 0.004 -0.447
O 2.424905 -5.566979 -4.446043 1.156 0.233 -0.367
O 5.679154 0.257727 4.480376 -1.057 3.188 -0.896
O 2.376404 5.212436 4.365529 1.139 -0.757 1.113
O -4.040181 2.197441 -8.487387 0.119 3.534 1.017
O 3.204377 -3.318527 -4.235893 2.940 -1.310 0.806
O 1.553173 0.650820 3.787443 3.954 1.417 3.162
O -1.903403 1.308196 -8.218746 -0.116 1.744 0.438
O -0.038997 2.509936 4.550609 4.369 1.138 1.292
O -1.544499 2.086629 -6.093459 -1.454 2.962 -0.879
O 1.431032 -1.399088 6.907217 2.220 -0.309 -2.665
O 2.767294 0.659460 6.015088 -1.921 -3.482 -1.849
O 3.013587 -1.742333 4.971208 -0.409 0.923 2.806
O 4.956265 0.987909 2.153967 -1.566 -1.410 2.908
O -3.722669 1.142760 -6.361728 0.208 1.150 0.370
O 3.204929 -6.160017 -2.261677 3.644 0.555 -0.510
C 3.154664 -6.573761 -5.123446 -0.017 -0.442 -0.286
C 0.343815 1.813262 2.003434 -0.175 1.819 -1.484
C -4.514332 0.975889 -9.035223 -0.318 -0.606 0.416
C -4.880473 1.698685 -5.765515 -0.567 -0.045 0.324
C -0.567844 -0.762092 2.958738 0.322 -1.576 -0.195
C 0.644434 -1.441494 2.091292 -1.756 -1.817 -0.306
C 1.233653 2.563357 5.342750 -3.979 -1.800 -0.618
C 0.389772 5.237313 6.511502 -0.081 -0.527 -1.284
C -0.722517 1.683495 0.769118 0.466 0.351 -0.665
C 1.966004 -6.794398 -1.979264 -0.577 -0.320 -0.533
C -3.117984 2.169882 -0.228420 0.596 -1.021 -0.912
C 0.035104 -2.892745 1.525057 1.404 -0.620 0.220
C -1.943335 2.776770 0.776438 1.920 0.432 0.694
C 3.709767 2.167227 4.354932 -0.186 -0.251 -1.387
C 2.300372 1.392533 4.814585 -0.301 1.402 -0.348
C -4.307088 3.243738 -0.583216 0.176 2.206 -1.658
C -0.992128 -1.715771 4.266216 -0.886 -0.282 -1.421
C -1.828656 2.716775 -4.861492 0.027 0.199 0.894
C -5.822530 2.615761 -0.581481 -2.922 0.390 -0.816
C 4.018042 -3.356486 -5.390051 0.245 0.215 -0.621
C 0.482071 -3.207157 -0.029952 -0.898 -0.411 0.817
B 2.414808 -0.772943 5.955536 -0.882 -1.110 0.014
B 4.798740 1.143965 3.639421 0.886 -1.847 -0.171
H -1.122444 -2.979109 1.692439 2.206 0.283 -0.574
H 4.132733 -6.744724 -4.664694 -0.074 -0.187 -0.076
H 3.475366 -3.830442 -6.209401 0.075 -0.085 -0.074
H 3.395731 2.951955 3.535938 0.678 -1.223 1.775
H 0.527267 -3.751234 2.186521 -1.134 1.719 -1.232
H 1.584026 -1.736407 2.733534 -1.801 1.137 -1.303
H -0.290287 0.424072 4.974834 -0.259 0.096 -0.391
H 1.856564 -6.886419 -0.895162 0.206 0.192 -0.104
H 5.940230 0.730529 5.324670 -0.944 -0.952 -1.368
H 3.390986 5.318903 4.424442 -2.563 -0.407 -0.031
H -3.973482 0.099932 -8.668733 0.019 0.264 -0.076
H 0.533287 -4.384508 -0.159157 -0.186 2.500 -0.014
H -0.100107 1.893496 -0.228321 -1.697 -0.270 2.034
H -1.201114 0.625641 0.624635 0.910 1.961 0.589
H 1.254818 -2.352952 6.584998 0.479 2.433 0.739
H -1.632663 1.169321 3.494434 0.605 0.735 0.168
H -0.044185 -2.099312 4.834995 -1.926 0.854 -1.005
H -2.373495 2.029886 -4.212032 -0.074 0.099 0.059
H 2.579691 -7.503140 -5.094612 0.117 0.044 0.006
H 1.543562 -2.784095 -0.286815 -2.264 -0.700 0.464
H -1.549556 -0.749885 2.279292 2.125 0.041 1.228
H 4.242032 2.633587 5.292589 -1.492 -0.692 -1.694
H 0.886017 -0.808824 1.135021 -0.194 -0.988 1.994
H 0.567006 6.369824 6.265971 -0.417 -2.181 0.675
H -0.381182 -2.765271 -0.711739 2.137 -0.904 1.042
H 1.404505 1.438432 1.660552 -2.338 0.651 0.452
H -1.594508 -2.631009 3.795837 1.427 1.611 1.202
H -2.412684 3.629298 -5.022031 0.152 -0.042 0.391
H 4.495616 0.125351 1.889939 1.014 1.709 0.519
H 4.947433 -3.899460 -5.187634 0.017 0.198 -0.353
H 3.295250 -6.278774 -6.165798 0.034 -0.043 0.034
H -5.063313 2.720862 -6.109063 -0.182 -0.096 0.043
H 3.234631 -2.609520 5.426387 -0.591 1.672 -0.819
H -0.885528 2.978459 -4.377021 -0.112 0.017 -0.085
H -1.779674 -1.167101 4.968994 2.018 -1.003 -1.407
H 1.987153 -7.799675 -2.414366 -0.017 0.045 0.051
H 0.384470 4.988868 7.655563 -0.132 0.574 -2.325
H 0.458824 2.978538 2.228111 -0.186 -2.453 -0.568
H -5.741246 1.076146 -6.023753 0.039 0.113 0.015
H -4.429783 1.022145 -10.124458 0.144 0.191 0.149
H -4.761527 1.702291 -4.679644 -0.042 0.047 -0.049
H 4.260428 -2.332050 -5.680671 0.014 -0.105 0.083
H -5.572308 0.868327 -8.771664 0.065 -0.003 -0.043
H -0.535679 4.813401 5.923903 1.518 1.023 1.466
H 1.104380 -6.257900 -2.384125 0.238 0.032 0.131
```
Forces are in eV/Å.

The net charge is -1. The value obtained for the LUMO energy is -1.651 eV. Its HOMO energy is -4.88 eV.


Computed, not measured: C3H9NOS in the gas phase in a non-equilibrium geometry, with ωB97M-V/def2-TZVPD.

Structure (XYZ):
```
15
Properties=species:S:1:pos:R:3:forces:R:3
S 1.576423 -0.210852 -1.466788 0.881 -0.256 -2.659
O -2.041827 1.125686 0.328123 -6.199 0.150 2.370
N 0.660711 0.881741 1.274391 0.761 -1.240 0.118
C 0.933910 -1.139980 -0.137494 -0.586 2.976 1.898
C -1.209016 0.463230 -0.431018 5.054 -1.221 -2.107
C -0.170591 -0.168457 0.497409 2.931 -1.257 2.780
H 0.783029 -2.183597 -0.199199 -0.415 -0.971 -0.491
H 1.685445 0.609465 1.517955 -2.653 0.429 -0.773
H 0.701562 1.737928 0.765643 0.054 0.641 -0.384
H -2.798657 0.508806 0.578427 1.346 1.474 -0.085
H -0.616723 -0.755538 1.385715 -0.182 0.749 -1.642
H 1.750865 -0.914937 0.554369 -0.125 -1.182 0.201
H 0.946364 -0.830393 -2.497737 0.163 0.295 0.268
H -1.432018 -0.407103 -1.095529 -1.204 0.764 0.184
H -0.769475 1.283998 -1.074265 0.174 -1.353 0.322
```
Forces are in eV/Å.

The net charge is 0. The value obtained for the LUMO energy is 0.717 eV. Its HOMO energy is -8.74 eV. The calculation puts the relative energy (zero: lowest compared OMol25 entry of this formula, charge and spin) at 2.633 eV.